No. 1
73
Properties=species:S:1:pos:R:3:forces:R:3:lowdin_charge:R:1 method="wB97M-V/def2-TZVPD" de_lowest_kcal_mol=0.00 e_tot_ha=-2980.73691
Rh 0.9517 -0.7130 -1.3486 -0.03 -0.01 0.05 0.287
O 5.4523 -2.1188 2.1721 -0.20 -0.31 -0.28 0.123
C 5.8941 -1.5742 1.0481 0.03 0.07 0.03 -0.499
O 7.0548 -1.5513 0.7304 0.01 0.18 0.14 0.114
C 4.8639 -0.9239 0.1826 0.03 -0.05 -0.20 -0.039
C 5.1213 0.0641 -0.7450 -0.04 -0.12 -0.06 0.019
N 3.9588 0.3399 -1.3687 0.09 -0.03 -0.04 0.047
N 2.9678 -0.4221 -0.9028 -0.07 0.06 -0.09 -0.059
C 3.4922 -1.1905 0.0330 -0.05 0.08 0.39 -0.137
C 2.5181 -2.0604 0.7630 0.10 -0.14 0.03 -0.562
O 2.8886 -2.6836 1.7599 0.00 0.02 -0.12 0.062
O 1.3459 -2.0365 0.2656 0.00 0.08 -0.03 -0.162
H 4.4758 -2.3494 2.0909 0.12 0.16 0.20 0.075
H 6.0423 0.5604 -0.9987 0.00 0.00 0.01 0.144
H 3.7709 1.0246 -2.0823 0.01 -0.01 -0.02 0.148
O -3.5889 -2.0828 0.2696 0.01 0.00 0.01 0.082
C -2.5017 -2.5009 -0.0453 -0.02 0.01 -0.02 -0.502
O -1.4271 -2.3136 0.7151 0.00 0.02 0.02 0.054
C -2.2598 -3.2717 -1.3432 -0.01 -0.01 -0.01 -0.252
N -0.8535 -3.6595 -1.4688 -0.01 0.00 0.02 -0.038
C -0.7482 -5.1243 -1.5412 0.00 0.00 0.00 -0.190
C -2.0248 -5.6008 -0.8584 0.00 0.00 0.00 -0.165
C -3.0551 -4.5864 -1.3537 0.00 0.00 0.00 -0.120
H -2.5784 -2.6011 -2.1441 0.00 0.00 0.00 0.138
H -0.6556 -2.7078 0.2407 0.02 -0.03 -0.01 0.072
H -0.3940 -3.1763 -2.2278 0.00 0.00 -0.01 0.058
H 0.1566 -5.4685 -1.0395 0.00 0.00 0.00 0.112
H -0.7213 -5.4796 -2.5778 0.00 0.00 0.00 0.114
H -1.9154 -5.5319 0.2267 0.00 0.00 0.00 0.117
H -2.2779 -6.6297 -1.1091 0.00 0.00 0.00 0.110
H -3.9549 -4.5229 -0.7455 0.00 0.00 0.00 0.116
H -3.3500 -4.8243 -2.3773 0.00 0.00 0.00 0.118
C -3.1725 3.2123 0.3037 0.00 0.00 0.00 -0.218
Si -2.5267 2.1154 -1.0750 -0.01 0.01 -0.01 0.294
C -2.0684 3.1650 -2.5522 0.00 0.00 0.01 -0.225
C -3.7668 0.7981 -1.5030 0.01 0.00 0.00 -0.216
Sb -0.3714 1.0870 -0.1480 0.01 0.00 0.01 0.911
Si 1.3130 3.0096 -0.2322 0.02 0.00 0.01 0.324
C 1.8661 3.1198 -2.0227 -0.01 0.01 0.00 -0.228
C 0.5595 4.6430 0.2890 -0.01 -0.01 -0.01 -0.213
C 2.7348 2.5811 0.9132 0.00 0.00 0.00 -0.209
Si -0.7607 0.6463 2.3731 0.00 -0.01 0.01 0.365
C 0.5780 -0.4645 3.0250 -0.01 0.01 0.00 -0.201
C -0.6063 2.3642 3.1167 -0.01 0.01 -0.01 -0.222
C -2.4859 0.0088 2.6738 0.01 -0.01 -0.01 -0.202
H -4.0860 3.7150 -0.0261 0.00 0.00 0.00 0.038
H -2.4505 3.9837 0.5805 0.00 0.00 0.00 0.015
H -3.4175 2.6358 1.1979 0.00 0.01 -0.01 0.018
H -2.9717 3.6160 -2.9724 0.00 0.00 0.00 0.037
H -1.5950 2.5569 -3.3230 0.00 0.00 -0.01 0.008
H -1.3900 3.9757 -2.2785 0.00 0.00 0.00 0.010
H -4.6993 1.2806 -1.8112 0.00 -0.01 0.00 0.040
H -3.9827 0.1379 -0.6615 0.00 0.00 0.00 0.015
H -3.4090 0.1847 -2.3303 0.01 0.01 0.00 0.006
H 1.0979 3.6109 -2.6240 0.01 0.01 0.01 0.027
H 2.0036 2.1296 -2.4620 -0.01 0.00 -0.01 -0.013
H 2.7873 3.7015 -2.1176 0.00 -0.01 0.00 0.037
H -0.2676 4.9327 -0.3616 0.01 0.00 0.00 0.017
H 1.3183 5.4285 0.2316 0.00 0.00 0.00 0.039
H 0.1903 4.6095 1.3149 0.00 0.00 0.00 0.018
H 3.0699 1.5495 0.7988 0.00 0.01 0.00 0.002
H 2.4416 2.7148 1.9562 0.00 0.00 0.00 0.023
H 3.5873 3.2400 0.7255 0.00 0.00 0.00 0.040
H 1.5719 -0.0748 2.7931 0.00 0.00 0.01 0.033
H 0.5017 -1.4675 2.6076 -0.01 0.00 0.00 0.022
H 0.4933 -0.5320 4.1134 0.00 0.00 0.00 0.045
H 0.3902 2.7882 2.9845 0.00 0.00 0.00 0.008
H -0.7973 2.2958 4.1917 0.00 0.00 0.00 0.040
H -1.3364 3.0582 2.6951 0.00 -0.01 0.00 0.017
H -2.5159 -1.0775 2.6237 0.00 0.00 -0.01 0.024
H -3.2082 0.3768 1.9442 0.00 0.01 0.01 0.017
H -2.8112 0.3330 3.6665 0.00 -0.01 0.00 0.039
S -0.4567 -0.2727 -2.8382 0.00 0.02 -0.01 0.035


No. 2
61
Properties=species:S:1:pos:R:3:forces:R:3:nbo_charge:R:1 method="wB97M-V/def2-TZVPD" spin_multiplicity=2 de_lowest_kcal_mol=24.09 charge=-1 e_tot_ha=-2791.58241
Cr -0.1131 -0.2424 0.8008 0.04 0.19 -0.04 1.245
O 2.5740 1.3504 3.3176 0.37 0.13 0.27 -0.611
C 1.6056 1.0575 2.6658 -0.31 -0.69 -0.53 0.680
O 1.5345 0.0494 1.8244 -0.02 0.39 0.34 -0.747
C 0.2901 1.8594 2.6807 -0.50 -0.54 -0.57 0.690
O 0.1056 2.8295 3.3683 -0.04 0.36 0.26 -0.610
O -0.5756 1.3645 1.8197 0.35 0.14 0.34 -0.751
N -1.8968 -3.2637 1.1379 0.00 -0.04 -0.04 -0.594
C -1.4796 -2.6129 2.2695 -0.01 0.10 0.03 0.466
N -1.6865 -3.0659 3.4796 0.05 0.07 0.61 -0.406
N -1.1338 -2.1103 4.2893 -0.01 -0.01 -0.37 -0.086
N -0.6309 -1.1561 3.5974 -0.32 -0.55 -0.28 -0.098
N -0.8377 -1.4449 2.2691 0.28 0.42 0.09 -0.459
C -1.6355 -2.8205 -0.1316 0.01 0.00 0.18 0.457
N -2.0327 -3.4396 -1.2179 -0.03 -0.03 -0.59 -0.404
N -1.5561 -2.6590 -2.2286 0.05 0.05 0.30 -0.097
N -0.9189 -1.6452 -1.7665 -0.25 -0.39 0.34 -0.122
N -0.9458 -1.7147 -0.3944 0.08 0.32 -0.24 -0.447
H -2.3847 -4.1333 1.2510 -0.02 -0.03 -0.02 0.424
C 1.8571 -2.7944 0.9695 0.10 0.03 -0.26 -0.417
N 2.7825 -2.0812 0.1027 -0.26 0.09 0.14 -0.405
C 4.1913 -2.1963 0.4138 -0.08 0.02 -0.05 -0.214
C 4.8022 -1.4942 -0.7749 -0.04 0.15 -0.10 -0.208
N 3.7834 -0.5026 -1.1262 0.16 0.04 -0.09 -0.439
C 3.9281 0.0138 -2.4868 0.10 -0.11 0.13 -0.404
C 2.5581 -0.9068 -0.5752 -0.07 0.01 -0.01 0.679
N 1.4331 -0.2782 -0.6621 -0.22 -0.07 -0.26 -0.551
C 1.3732 0.9227 -1.4882 0.00 -0.20 0.19 -0.218
C -0.0213 1.5319 -1.6227 -0.05 -0.16 0.26 -0.224
N -1.0038 1.0564 -0.6532 -0.03 0.01 -0.03 -0.543
C -2.0951 1.7425 -0.5435 0.05 -0.24 -0.13 0.674
N -2.3493 2.9825 -1.1501 0.05 0.29 -0.13 -0.440
C -2.1269 3.2389 -2.5716 -0.16 0.02 0.05 -0.403
C -3.6599 3.4606 -0.7078 0.13 -0.01 -0.09 -0.209
C -3.9428 2.6179 0.5159 0.06 -0.10 -0.08 -0.215
N -3.2143 1.4083 0.1853 0.33 -0.09 0.21 -0.407
C -3.3710 0.2743 1.0807 0.01 0.07 -0.33 -0.414
H 2.2498 -3.8060 1.0909 0.01 0.03 0.01 0.197
H 0.8891 -2.8732 0.4870 0.02 0.04 -0.01 0.234
H 1.7481 -2.3232 1.9422 0.02 0.10 0.13 0.233
H 4.4831 -3.2428 0.4810 0.01 -0.05 0.01 0.199
H 4.4265 -1.6974 1.3583 0.02 0.07 0.06 0.201
H 4.9543 -2.1983 -1.6013 -0.01 -0.04 -0.05 0.172
H 5.7483 -1.0054 -0.5496 0.04 0.03 0.00 0.203
H 4.9863 -0.0397 -2.7371 0.03 -0.04 0.01 0.201
H 3.6326 1.0538 -2.5753 0.03 -0.01 0.03 0.210
H 3.3758 -0.5828 -3.2220 0.01 -0.01 0.03 0.190
H 1.6861 0.7180 -2.5062 0.04 -0.04 -0.06 0.192
H 2.0549 1.6716 -1.0771 0.08 0.06 0.12 0.186
H -0.3720 1.3242 -2.6319 -0.07 -0.12 -0.04 0.192
H 0.1008 2.6105 -1.5189 0.03 0.09 0.05 0.187
H -1.0912 3.1345 -2.8675 -0.20 0.10 -0.02 0.217
H -2.4214 4.2690 -2.7662 -0.06 0.05 0.02 0.199
H -2.7426 2.5852 -3.2020 -0.02 -0.03 0.00 0.181
H -4.4121 3.2696 -1.4814 -0.04 -0.02 -0.06 0.172
H -3.6288 4.5296 -0.5068 0.01 0.06 0.02 0.203
H -5.0030 2.4037 0.6353 -0.06 -0.03 0.04 0.199
H -3.5614 3.0665 1.4380 0.06 0.05 0.02 0.201
H -4.4426 0.1347 1.2373 0.03 0.02 0.01 0.197
H -2.8771 0.4217 2.0340 0.17 0.06 0.21 0.230
H -2.9901 -0.6216 0.6016 0.08 -0.02 -0.02 0.232


No. 3
12
Properties=species:S:1:pos:R:3:forces:R:3:nbo_charge:R:1 method="wB97M-V/def2-TZVPD" de_lowest_kcal_mol=71.95 smiles="C=NN=c1[nH]nn[nH]1" e_tot_ha=-407.00224
C -2.6578 -0.1764 0.0709 1.33 -0.61 -1.63 -0.120
N -1.3802 -0.4023 -0.2153 -3.74 1.84 1.88 -0.321
N -0.6189 0.8143 -0.1295 0.49 -0.91 0.01 -0.446
C 0.6000 0.3741 -0.0343 1.11 0.16 -1.31 0.500
N 1.0470 -0.8787 -0.1090 -0.64 -3.35 0.82 -0.424
N 2.3909 -1.0227 -0.0022 -1.00 -2.15 -0.61 -0.009
N 2.8767 0.0927 -0.0494 0.91 2.49 0.84 -0.011
N 1.8381 0.9613 -0.0893 -1.08 7.75 1.58 -0.429
H -3.0748 0.9284 0.0636 0.79 -2.42 0.48 0.192
H -3.3261 -1.1377 0.0990 1.16 2.20 -0.11 0.195
H 0.4547 -1.6490 0.1205 -0.13 -0.47 -0.25 0.434
H 1.8503 2.0960 0.2752 0.80 -4.54 -1.70 0.438


No. 4
50
Properties=species:S:1:pos:R:3:forces:R:3:nbo_charge:R:1 method="wB97M-V/def2-TZVPD" spin_multiplicity=3 de_lowest_kcal_mol=26.55 charge=+1 e_tot_ha=-1581.08975
Pd 1.0788 -0.5131 0.2139 0.03 -0.05 0.02 0.882
O -0.6687 2.3535 0.2195 0.01 0.03 0.06 -0.495
C -1.3869 1.1984 0.2222 -0.03 -0.02 -0.03 0.474
N -0.8706 -0.0541 0.2677 -0.06 -0.01 -0.03 -0.611
C -1.9470 -0.9503 0.4069 0.03 0.03 0.05 0.608
O -1.8359 -2.1722 0.5332 -0.01 -0.04 -0.03 -0.686
C -3.1620 -0.1492 0.4191 -0.01 0.00 -0.01 -0.168
C -4.4992 -0.5156 0.5331 0.00 -0.02 0.00 -0.149
C -5.4499 0.4844 0.5343 0.00 0.01 0.00 -0.220
C -5.0782 1.8405 0.4328 0.00 -0.01 0.00 -0.196
C -3.7604 2.2192 0.3240 0.00 0.01 0.00 -0.213
C -2.7920 1.2036 0.3098 0.00 -0.01 -0.01 -0.087
H -4.7775 -1.5575 0.6226 0.00 0.00 0.00 0.224
H -6.4979 0.2315 0.6208 0.00 0.00 0.00 0.221
H -5.8507 2.5980 0.4468 0.00 0.00 0.00 0.221
H -3.4840 3.2639 0.2617 0.00 0.00 0.00 0.217
N -1.7852 -4.7611 -0.4169 0.01 0.05 -0.06 -0.785
C -0.7515 -5.2665 -1.0820 -0.03 0.01 0.06 0.664
N -0.8291 -6.5112 -1.5740 0.00 0.00 0.00 -0.767
N 0.3980 -4.6279 -1.2927 0.05 0.01 -0.05 -0.650
C 0.5700 -3.4303 -0.8431 -0.02 -0.03 0.05 0.618
N 0.8085 -2.3628 -0.4705 -0.01 -0.01 0.00 -0.561
H -2.6262 -5.2993 -0.3042 0.00 0.00 0.00 0.402
H -1.7889 -3.7911 -0.0797 0.00 -0.02 0.03 0.465
H -1.6671 -7.0588 -1.5156 0.00 0.00 0.01 0.406
H -0.0379 -6.8731 -2.0750 0.00 0.01 0.00 0.424
N 5.1497 -1.2185 -0.3685 0.02 0.02 0.00 -0.485
C 5.0522 -1.7389 0.8981 -0.01 -0.01 -0.01 -0.072
C 3.7586 -1.5623 1.2711 -0.01 -0.01 0.02 -0.085
N 3.0825 -0.9351 0.2473 0.02 0.00 -0.03 -0.483
C 3.9454 -0.7460 -0.7275 0.00 0.00 0.00 0.209
H 5.9781 -1.1976 -0.9397 0.00 0.00 0.00 0.442
H 5.8873 -2.1863 1.4053 0.00 0.00 0.00 0.247
H 3.2669 -1.8571 2.1814 -0.01 0.01 0.00 0.241
H 3.7328 -0.2946 -1.6811 0.01 0.00 0.00 0.229
N -0.4323 4.4219 -1.8097 -0.02 -0.01 -0.01 -0.809
C 0.6878 4.7508 -1.1220 0.04 -0.01 0.01 0.621
O 1.3332 5.7604 -1.3109 -0.01 0.01 0.01 -0.567
C 1.1673 3.7459 -0.1123 0.00 -0.01 -0.02 -0.014
C 2.0472 4.1496 0.8486 0.01 0.00 0.01 -0.168
C 2.5432 3.2237 1.7655 0.00 0.01 -0.01 -0.176
C 2.2235 1.8505 1.6078 0.02 -0.02 0.01 0.115
N 1.4239 1.4027 0.6931 0.01 0.06 -0.03 -0.430
C 0.6975 2.3270 -0.1668 -0.01 0.02 -0.01 0.180
H -0.7899 5.1137 -2.4489 0.00 0.00 0.00 0.418
H -1.0691 3.7315 -1.4471 0.00 0.01 0.00 0.411
H 2.3469 5.1889 0.8724 0.00 0.00 0.00 0.267
H 3.2034 3.5184 2.5672 0.00 -0.01 0.00 0.240
H 2.6879 1.1139 2.2531 0.00 0.00 0.00 0.220
H 0.7677 1.9387 -1.1910 0.00 -0.01 0.00 0.212